# 1
A cluster of 5 separate species, C36H33BBr2F3N2O16P2S in total in a non-equilibrium geometry. Source: OMol25; level of theory: ωB97M-V/def2-TZVPD.

```
96
Properties=species:S:1:pos:R:3:lowdin_charge:R:1
F -2.98814 4.56193 -2.37409 0.120
C -3.82533 -2.44768 -4.41361 -0.124
C 8.49425 -5.32978 -1.69103 0.028
H 1.03380 1.57317 -4.14071 0.059
O 0.96631 -1.02815 4.60780 0.086
C 5.24842 -1.53960 -0.95111 0.038
O 2.89993 -1.65501 -1.04382 0.063
H -6.51756 5.46216 -0.60031 0.120
C -5.21794 4.90494 0.97649 0.035
N -0.02339 0.05211 1.94788 -0.194
N -2.81643 -2.74771 -5.26926 0.027
O 0.71569 2.45474 -3.86537 -0.166
H 2.12840 0.73594 -2.03417 0.042
O 8.83043 -7.24410 -3.01704 0.102
H 5.28874 -1.31397 -2.00973 0.124
H -1.27915 -1.65319 -0.55442 0.090
C 3.82294 -2.05080 1.07856 0.028
H 8.49620 -5.94057 -0.79705 0.124
H -0.36213 -0.52903 -4.06400 0.110
S -3.16097 1.92838 -3.00235 0.810
C -7.44432 5.86834 1.34062 -0.389
H -5.93899 5.22449 4.38260 0.119
C -2.30095 0.52131 -2.14705 -0.384
O 7.27163 -2.03131 1.92418 0.083
Br -4.62392 0.33316 -0.23427 0.843
C -2.67379 -1.84208 1.16334 -0.664
H -2.76174 -0.96905 1.84732 0.080
O -3.98297 4.37287 2.90815 0.111
H -4.40881 4.55422 0.35279 0.092
P 0.81614 0.32710 0.41308 0.946
H -0.00191 0.62328 8.63986 0.119
C 8.52163 -3.90256 -4.17140 0.023
C -1.67261 -2.05994 -5.07432 -0.151
O 8.18628 -1.98713 -2.84635 0.102
H -2.99191 0.84132 5.46936 0.124
H 4.88229 -2.36914 2.88489 0.119
H -3.99053 -3.18471 2.24539 0.062
H -8.04917 6.13354 3.42927 0.118
C -0.26316 0.40703 7.61155 0.017
H -4.89636 -2.23786 0.95990 0.035
C -3.65571 -1.41922 -3.41048 -0.028
C -6.34863 5.39207 0.46691 0.030
C -1.35429 -1.01875 -4.11920 0.047
O -2.38644 1.36686 7.93967 0.098
H 2.83006 -2.19443 1.48685 0.115
H -0.84193 -2.31161 -5.78453 0.104
B -0.55042 1.16163 -0.68845 -1.011
H 1.66849 2.07419 1.47454 0.036
O -8.47492 6.31461 0.87642 0.096
F -3.32664 3.28856 -0.61536 0.067
C 0.57979 -0.19633 6.77596 0.022
C 3.90170 -1.74090 -0.36771 -0.388
C -5.01092 4.81804 2.44043 -0.377
H -3.78570 -3.68475 0.54199 0.072
C 0.19819 -0.47953 5.37325 -0.372
O 1.83880 4.15443 -2.36422 -0.328
C 6.34536 -1.63339 -0.20226 -0.005
H 1.57301 -0.50430 7.07825 0.121
H 0.66332 -0.20901 2.66806 -0.004
C -1.61840 0.81863 7.17464 -0.389
C 8.33286 -3.19289 -2.88543 -0.373
H 7.33645 -1.48876 -0.61106 0.096
C -3.95364 -2.78358 1.19124 -0.198
H 0.36475 3.23929 -0.13923 0.083
O 2.50889 1.64144 -2.07326 -0.175
H 8.19150 -3.47448 -0.71944 0.104
C -0.04629 2.69218 -1.02930 -0.123
Br -1.16895 -3.07904 1.67634 0.623
C 4.92122 -2.14418 1.82637 0.019
C -7.23723 5.78149 2.80512 0.014
H -0.88711 3.29669 -1.47451 0.073
C -1.99881 0.53430 5.77251 0.031
O -4.40537 1.54057 -3.67680 -0.290
C -2.69973 0.12779 -0.64056 -0.677
F -4.93495 3.64749 -2.06485 0.076
O -0.89150 0.57874 -2.00781 -0.044
C -2.34786 -1.40053 -0.34788 -0.217
C 6.26630 -1.94361 1.24289 -0.391
C 8.33081 -4.00907 -1.64955 0.028
H 8.51969 -3.29122 -5.06511 0.122
O -2.27258 2.40884 -4.06084 -0.268
C -6.10804 5.29490 3.31526 0.017
O -1.78824 0.93468 0.08030 -0.078
H -1.41399 -0.28796 3.90783 0.092
C -1.15468 -0.06924 4.93702 0.022
H -2.95767 -2.10386 -0.98182 0.105
O 2.05989 1.43331 0.85002 -0.347
H -4.78600 -2.99865 -4.49142 0.105
C -3.57951 3.40508 -1.94889 -0.565
H 8.82491 -5.75905 -5.14394 0.121
P 1.30713 2.76133 -2.32858 0.542
C 8.68487 -5.22348 -4.21347 0.020
C 8.68315 -6.03954 -2.97680 -0.388
H -4.53152 -1.18189 -2.75542 0.088
H -0.37692 0.97138 2.26201 0.041
C -2.44746 -0.63198 -3.20733 -0.124
```

The strongest force on any atom is 0.11112 Eh/bohr. Its spin multiplicity is 1. As for the highest occupied orbital energy: -4.8 eV. For the total energy, the calculation gives -251933.746 eV. The calculation puts the HOMO-LUMO gap at 4.37 eV. The calculation puts the LUMO energy at -0.41 eV. The charge is -1.

# 2
The molecule C4H5NOS in a non-equilibrium geometry. Source: OMol25; level of theory: ωB97M-V/def2-TZVPD.

```
12
Properties=species:S:1:pos:R:3:nbo_charge:R:1
C 0.97606 0.61441 0.62044 -0.311
C 0.12462 -0.63321 0.70320 -0.410
S 1.49422 -0.73976 -0.44221 0.178
H -0.02046 2.48355 0.65955 0.197
N -1.08094 0.97194 -0.34621 -0.608
C 0.12991 1.67506 -0.03836 -0.225
O -2.12135 -1.07501 -0.05258 -0.588
H 1.61229 0.87602 1.44494 0.241
C -1.19675 -0.31249 0.07143 0.656
H 0.01342 -1.29294 1.56314 0.253
H -1.79226 1.40169 -0.94169 0.409
H 0.61379 2.10166 -0.94672 0.208
```

The strongest force on any atom is 0.04086 Eh/bohr. Its spin multiplicity is 1. As for the energy above the lowest of the compared OMol25 structures with the same formula, charge and spin: 5.16 kcal per mole. The SMILES is O=C1NC[C@@H]2S[C@H]12. As for the highest occupied orbital energy: -9.1 eV. For the total energy, the calculation gives -18601.695 eV. The calculation puts the HOMO-LUMO gap at 9.84 eV. The calculation puts the LUMO energy at 0.72 eV.

# 3
A structure of composition C18H31Cl2InN4O4 in a non-equilibrium geometry. Source: OMol25; level of theory: ωB97M-V/def2-TZVPD.

```
60
Properties=species:S:1:pos:R:3:nbo_charge:R:1
O -0.50428 -2.97496 -3.09880 -0.533
H -5.49582 -1.23669 -1.36343 0.200
C -0.02028 -2.12963 -3.83697 0.427
H -0.37856 2.79898 -3.39980 0.191
H 1.20950 2.19541 6.23084 0.197
O -0.37933 -1.34878 0.51114 -0.729
C 3.65692 -2.35685 -2.99508 -0.207
C 4.23252 -2.07866 -4.24960 -0.184
N -3.97084 0.22779 -1.14670 -0.387
H -1.54946 2.86526 5.10924 0.210
H -2.30225 -0.98919 -1.04156 0.180
H -1.78862 1.30354 4.24879 0.240
C 1.45767 -1.85025 -3.91645 -0.175
C -0.18591 -1.90403 1.63002 0.834
H 2.13220 2.63826 4.76569 0.226
C 2.07698 -1.30015 -5.05766 -0.174
H -3.94427 -1.55983 -2.18902 0.223
H 1.82872 -2.35397 -1.83489 0.240
H 3.43104 3.66824 -1.80956 0.216
C 1.14865 2.65985 5.23829 -0.403
N -1.22111 -2.19628 2.47401 -0.814
H 1.99589 4.27080 -2.73041 0.201
O -0.27201 0.76975 2.48172 -0.724
C 3.47045 -1.42573 -5.24222 -0.229
C 1.86385 2.22060 -1.96630 -0.288
H -5.09491 -0.35483 -2.84527 0.208
C 2.27529 -2.21471 -2.82248 -0.150
Cl 0.35897 3.27251 0.67524 -0.648
C 0.58704 2.18633 -1.57304 -0.335
H -0.97581 -2.53358 3.40515 0.385
H 3.98480 -1.08649 -6.14414 0.220
N 0.19012 1.94517 4.39877 -0.394
H 1.85836 -1.88774 1.65293 0.455
H 2.45661 1.28937 -1.92176 0.206
C -2.71788 -0.01531 -0.75951 0.539
In 0.16754 0.79385 0.16123 1.532
H -3.94110 2.21045 -0.46486 0.258
H 5.27180 -2.35947 -4.43929 0.214
H -2.05066 -1.64868 2.38714 0.412
H -5.39450 1.26999 0.01590 0.201
C 2.63802 3.38233 -2.53073 -0.651
H -0.68388 -1.38049 -4.36264 0.111
C -0.62413 2.37308 -2.41872 -0.670
C 0.51194 1.46169 3.20478 0.570
H -1.11805 1.42115 -2.69498 0.185
H 1.47113 -0.77342 -5.80895 0.218
O -2.04261 0.84080 -0.09425 -0.687
H 0.84775 3.70369 5.39474 0.208
C -1.15571 1.85127 4.94915 -0.420
H 1.06268 -2.81819 2.92914 0.383
H -1.34757 2.99993 -1.90785 0.207
C -4.66960 -0.78393 -1.92901 -0.405
C -4.67079 1.46242 -0.78851 -0.425
N 1.02617 -2.33955 2.03317 -0.818
H 3.12107 3.01656 -3.46313 0.199
H 4.28268 -2.69407 -2.16837 0.221
H -5.23075 1.82455 -1.65847 0.208
Cl 2.52988 0.17232 0.34604 -0.662
H -1.10122 1.34182 5.92169 0.195
H 1.52287 1.71085 2.84631 0.192
```

The strongest force on any atom is 0.08539 Eh/bohr. Its spin multiplicity is 1. As for the energy above the lowest of the compared OMol25 structures with the same formula, charge and spin: 20.15 kcal per mole. As for the highest occupied orbital energy: -5.7 eV. For the total energy, the calculation gives -63538.055 eV. The calculation puts the HOMO-LUMO gap at 5.68 eV. The calculation puts the LUMO energy at 0.03 eV.

# 4
A cluster of 2 separate species, C5H10O in total in a non-equilibrium geometry. Source: OMol25; level of theory: ωB97M-V/def2-TZVPD.

```
16
Properties=species:S:1:pos:R:3:nbo_charge:R:1
C -1.21663 -1.09451 0.17100 -0.464
H 2.23042 1.00750 0.84814 0.177
C -1.90500 0.30324 0.12300 -0.398
H -1.40651 -1.69021 1.07756 0.226
H -0.28451 1.03740 -1.14533 0.239
H -0.19402 1.85223 0.45387 0.220
H 2.22367 0.28596 -0.80987 0.186
H 3.22819 -0.44763 0.50352 0.197
H -1.36374 -1.71416 -0.70435 0.223
C 2.30248 0.07623 0.27254 -0.260
C -0.52071 0.96387 -0.09393 -0.519
H -2.43548 0.58440 1.04131 0.210
H 0.55377 -0.39424 -1.56325 -0.018
C 0.14017 -0.41739 -0.06510 0.291
H -2.59045 0.43820 -0.71918 0.209
O 1.23834 -0.79088 0.61008 -0.517
```

The strongest force on any atom is 0.07058 Eh/bohr. Its spin multiplicity is 1. As for the energy above the lowest of the compared OMol25 structures with the same formula, charge and spin: 87.98 kcal per mole. As for the highest occupied orbital energy: -9.0 eV. For the total energy, the calculation gives -7390.950 eV. The calculation puts the HOMO-LUMO gap at 10.09 eV. The calculation puts the LUMO energy at 1.11 eV.

# 5
The molecule C5H4Br2Cl2N2O2 in a non-equilibrium geometry. Source: OMol25; level of theory: ωB97M-V/def2-TZVPD.

```
17
Properties=species:S:1:pos:R:3:nbo_charge:R:1
Cl 0.54313 0.32935 -2.54045 0.023
H -1.92782 -1.29492 0.74586 0.242
H -1.66324 0.51490 -1.66914 0.239
C 1.59420 1.03107 0.53259 0.723
Br 3.46714 -0.81311 1.24951 0.311
C -0.37953 -0.12560 0.01956 -0.031
O 2.33252 1.95661 0.74496 -0.518
C -1.62521 -0.34239 0.82546 -0.590
Br -0.33820 2.88863 0.33291 0.185
C 0.85358 -1.09570 0.11304 0.663
H -1.44197 -0.08294 1.84625 0.232
N 0.30028 1.09487 0.29766 -0.436
O 0.87309 -2.26282 0.17458 -0.511
N 1.94865 -0.32645 0.36423 -0.552
C -0.79629 -0.14165 -1.48574 -0.218
Cl -1.54875 -1.71777 -1.79859 0.012
H -2.19156 0.38794 0.24731 0.225
```

The strongest force on any atom is 0.10765 Eh/bohr. Its spin multiplicity is 3. As for the highest occupied orbital energy (alpha / beta): -7.0 / -10.4 eV. Its expectation value of S² is 2.01. For the total energy, the calculation gives -177450.040 eV. The calculation puts the HOMO-LUMO gap (alpha / beta) at 6.86 / 6.75 eV. The calculation puts the LUMO energy (alpha / beta) at -0.18 / -3.63 eV.

# 6
A structure of composition C11H7N2O6Ru in a non-equilibrium geometry. Source: OMol25; level of theory: ωB97M-V/def2-TZVPD.

```
27
Properties=species:S:1:pos:R:3:nbo_charge:R:1
C 1.09113 -2.48607 0.38509 0.481
C -1.47417 0.06239 -0.62795 0.440
H 1.77136 0.41246 1.77873 0.282
Ru 0.11967 -0.87193 -0.17002 0.329
C -0.20035 -2.68476 -1.86487 0.517
H 0.27405 1.17802 1.29174 0.305
C -1.04187 -1.19372 2.58470 0.064
O 1.87322 -3.27514 0.73698 -0.382
O -0.20874 -3.04416 -2.92980 -0.362
H -1.90876 -1.15610 4.55069 0.247
O -1.11290 -0.43669 6.73316 -0.011
N -0.06561 -0.72770 1.81897 -0.397
C 0.68228 0.51602 2.15347 -0.348
C 0.67004 0.70179 3.65407 -0.050
C -0.25958 0.13264 4.49981 -0.118
H -1.78894 -1.89596 2.17371 0.262
C 1.55102 0.07661 -0.89380 0.477
C -1.14223 -0.76256 3.90959 -0.143
C 0.27789 3.67742 1.91599 0.457
O 2.36253 0.75747 -1.35751 -0.347
C -0.44818 0.31188 6.02142 0.621
H 0.22920 1.61428 7.46635 0.457
O -2.30097 0.77363 -0.98348 -0.347
O -0.09534 4.67803 2.33162 -0.440
N 0.23698 1.40376 6.48501 -0.674
H 1.47950 1.26252 4.10145 0.237
H 0.68184 2.02678 5.82979 0.444
```

The strongest force on any atom is 0.13865 Eh/bohr. Its spin multiplicity is 6. As for the energy above the lowest of the compared OMol25 structures with the same formula, charge and spin: 2.58 kcal per mole. As for the highest occupied orbital energy (alpha / beta): -13.9 / -16.8 eV. Its expectation value of S² is 8.82. For the total energy, the calculation gives -29343.229 eV. The calculation puts the HOMO-LUMO gap (alpha / beta) at 5.22 / 4.29 eV. The calculation puts the LUMO energy (alpha / beta) at -8.71 / -12.53 eV. The charge is +2.